Entry 1:
Here is a structure of composition C16H21S4Sn from the OMol25 dataset. Energies are from the ωB97M-V functional and the def2-TZVPD basis.

## Properties
Total charge = +1
HOMO level = -0.402 Eh

The geometry in XYZ format:
```
42
C16H21S4Sn the ωB97M-V functional and the def2-TZVPD basis
H 7.1836 4.9208 3.6608
C 7.2201 4.4564 5.7516
H 16.7725 7.0314 9.4061
H 8.2887 4.2924 5.9241
H 7.2872 4.6363 10.7890
Sn 9.3547 6.7721 7.2792
H 17.9947 6.7897 7.2774
H 14.2867 6.5577 5.1569
H 8.2916 9.3372 8.6608
C 7.2417 9.2478 5.9118
C 7.0433 5.2191 9.9000
S 6.4836 5.1611 7.2385
C 7.2132 4.3453 8.6700
H 5.9888 7.8003 9.9835
H 6.7569 3.4947 5.5069
C 7.0101 5.4363 4.6027
C 16.9105 6.8069 7.2711
H 8.2699 4.1458 8.4777
H 6.7574 10.1958 5.7439
C 11.4779 6.8163 7.2908
S 8.1296 6.6830 10.0501
H 7.2216 8.6793 10.8997
H 6.0112 8.0116 4.6373
C 7.2291 9.1226 8.8134
C 7.0192 8.1481 9.9646
C 16.2163 6.6745 6.0885
C 14.1204 6.7882 7.2966
C 12.6959 6.7800 7.2967
H 6.7420 10.0566 9.0471
H 6.7251 3.3842 8.8587
H 8.3073 9.4400 6.1130
S 8.1200 6.8869 4.5197
C 14.8283 6.6692 6.0920
H 16.7432 6.6314 5.1464
H 5.9831 5.8097 4.6093
C 7.0414 8.3623 4.6908
S 6.4994 8.4304 7.3150
H 6.0154 5.5780 10.0033
H 7.2545 8.9340 3.8007
C 16.2257 6.9216 8.4732
H 14.3274 7.0108 9.4401
C 14.8385 6.9164 8.4920
```

***

Entry 2:
Here is a structure of composition C16H22AsI2N2O6SSiTa from the OMol25 dataset. Energies are from the ωB97M-V functional and the def2-TZVPD basis.

## Properties
Total charge = +2
HOMO level = -0.544 Eh

The geometry in XYZ format:
```
52
C16H22AsI2N2O6SSiTa the ωB97M-V functional and the def2-TZVPD basis
C -1.9481 -2.8960 -2.3627
I 0.1655 -2.4324 -2.5690
C 1.3893 1.0873 -1.4169
C -0.1840 1.9501 -2.9344
C -2.4825 1.6848 3.5947
H 3.5059 -0.4035 2.2840
H 3.4075 -3.0192 0.7241
O 0.1272 -0.1863 1.5757
S -0.6863 1.0441 1.5532
C 2.7003 -2.5112 0.0756
H 2.6781 -3.0660 -0.8642
O -1.3876 0.9215 0.2162
C 3.6207 0.2409 1.4173
As -1.9403 -1.9989 1.4772
C -3.8423 -0.7148 3.1280
C 4.3556 -0.4870 -1.6910
N 0.1855 0.9942 -2.0457
H 0.3049 3.8314 -3.8181
C 2.2120 2.2033 -1.5590
C -4.3142 0.1965 4.0674
O -3.0768 -3.0356 1.0349
H -1.0329 -3.6357 2.8540
H 3.1482 2.2510 -1.0318
C -1.4008 1.7125 -3.7602
C -2.6742 -0.4214 2.4349
H 2.9908 1.1151 1.5747
H -1.4326 0.6755 -4.0938
H -2.0987 -3.6155 -1.5479
H -2.3484 -3.2573 -3.3162
C 1.7889 3.2170 -2.3939
O -0.7733 -2.0395 0.1827
N 1.5970 -0.0383 -0.7054
H -2.3135 1.9206 -3.2018
O 0.0868 2.2237 1.5911
H -3.9706 2.0511 5.0885
C -3.6239 1.3719 4.3245
H 2.3849 4.1103 -2.5019
C -2.0171 0.7758 2.6632
H -5.2241 -0.0239 4.6049
Si 3.2030 -0.6854 -0.1897
H 4.6543 0.5703 1.4146
H 3.8575 -0.7076 -2.6346
H -1.3853 2.3634 -4.6323
I -2.8878 -1.0358 -1.8027
Ta -0.2428 -0.4158 -0.3503
C 0.6022 3.0775 -3.1079
H 5.1891 -1.1758 -1.5967
H -1.9497 2.6097 3.7534
H 4.7872 0.5075 -1.7663
O -1.0522 -2.6671 2.8142
H 1.7175 -2.5964 0.5456
H -4.3700 -1.6407 2.8998
```

***

Entry 3:
Here is a structure of composition C16H22AuPTe4 from the OMol25 dataset. Energies are from the ωB97M-V functional and the def2-TZVPD basis.

## Properties
Total charge = 0
HOMO level = -0.239 Eh

The geometry in XYZ format:
```
44
C16H22AuPTe4 the ωB97M-V functional and the def2-TZVPD basis
Au -0.0701 -0.1724 0.1788
C -3.0783 -1.7307 -0.8986
Te 1.5992 3.6727 0.8887
C 0.2483 -3.1746 0.1507
H -4.0245 0.4411 3.0756
C -3.2971 0.0040 2.3935
H -3.5638 -3.7407 -0.2807
H -0.7039 0.6554 -2.6055
H 1.3950 -5.4380 -2.1415
H -2.3586 -2.1170 -1.6248
C -1.7580 0.6817 -2.8867
H -2.3074 0.3240 2.7206
C 1.0475 -4.4918 -1.7478
H 0.5275 -1.2866 -2.6598
C -0.1205 -3.1249 1.5167
H 1.2518 -3.4438 -3.5883
C 0.7000 -5.5553 0.4520
P -2.3866 -0.1635 -0.2761
H -3.6963 0.9514 -1.9399
H 0.3430 -6.3583 2.3883
C -0.0912 -4.2418 2.3007
H -3.5351 1.5429 0.8962
H -3.9971 -1.4739 -1.4362
Te -0.5068 2.1214 1.5058
C 0.2173 -2.0340 -0.6857
C 0.3233 -5.4775 1.7612
C 0.9767 -3.3869 -2.5428
C -3.3462 -2.7771 0.1769
Te 3.6085 1.8819 0.4868
H -2.4780 -2.9147 0.8292
C 0.5606 -2.1478 -2.0044
C -2.6344 0.9794 -1.6767
H -0.4238 -2.1719 1.9437
H -1.8780 1.4601 -3.6391
H -0.3752 -4.1781 3.3420
C 0.6672 -4.4143 -0.3863
Te 2.4485 -0.4980 0.8924
H -2.4085 1.9761 -1.2891
H -4.1974 -2.5005 0.7973
H -2.0104 -0.2742 -3.3477
C -3.5793 0.4534 0.9621
H -3.3491 -1.0793 2.4956
H -4.5715 0.1292 0.6321
H 1.0329 -6.4953 0.0298
```

***

Entry 4:
Here is a cluster of 2 separate species, C16H22BIO6 in total from the OMol25 dataset. Energies are from the ωB97M-V functional and the def2-TZVPD basis.

## Properties
Total charge = 0
Structure (SMILES) = CCCCCC[C@@]1(I)OC(=O)O[C@H]1B(C)O.O=C1C=CC(=O)C=C1
HOMO level = -0.362 Eh

The geometry in XYZ format:
```
46
C16H22BIO6 the ωB97M-V functional and the def2-TZVPD basis
H -0.2821 -1.8270 -0.5316
C -0.3235 1.2413 -1.3173
H -4.0409 2.6334 6.2318
C -0.6462 -1.0763 -2.5612
C -0.1741 -2.1560 -1.5679
B 2.1829 0.8304 -2.4738
O 1.6955 0.9337 -3.7561
H 0.1434 -0.8280 -3.2688
O -4.0860 3.5342 1.8603
C -3.6167 2.9468 2.8126
C 2.5446 -3.0158 0.3548
C 1.1875 1.0348 -1.2440
H -1.8019 0.6971 -2.7689
C 1.7473 -3.6488 -0.7850
H 0.8643 -4.1377 -0.3623
H -1.1485 0.6659 3.6101
H -0.8184 -3.0328 -1.6754
O -0.5980 1.2215 0.1173
C -4.1650 3.1484 4.1793
C -2.4835 2.0035 2.6620
C 1.2575 -2.6202 -1.8158
C -1.2559 0.1971 -1.9705
H -2.0879 1.8610 1.6652
C -1.9743 1.3580 3.7098
H 3.9241 -0.0363 -1.3724
H 1.5582 1.9791 -0.8061
H 4.1359 1.6259 -1.9193
O 1.2970 0.0912 -0.1549
H 1.8988 -2.4576 1.0344
H 1.9355 -1.7575 -1.7840
H 3.0840 -3.7713 0.9267
C 0.3177 0.4181 0.7127
I -0.7040 3.2114 -2.0513
C -3.6590 2.5049 5.2268
H 4.2377 0.3152 -3.0857
O 0.2429 0.0393 1.8336
H 1.3309 -3.0326 -2.8272
C 3.7100 0.6539 -2.1916
H -2.0052 -0.0714 -1.2230
O -2.0652 0.9765 6.0353
H -1.4391 -1.5147 -3.1719
H 1.9568 0.1889 -4.3082
C -2.5220 1.5584 5.0747
H -4.9918 3.8425 4.2631
H 3.2871 -2.3156 -0.0368
H 2.3495 -4.4127 -1.2797
```

***

Entry 5:
Here is a structure of composition C16H22BN2O6W from the OMol25 dataset. Energies are from the ωB97M-V functional and the def2-TZVPD basis.

## Properties
Total charge = +3
HOMO level (spin up / spin down) = -0.669 / -0.665 Eh

The geometry in XYZ format:
```
48
C16H22BN2O6W the ωB97M-V functional and the def2-TZVPD basis
C -1.8973 -0.8235 -2.4608
W 0.2105 -0.3760 0.4390
N -0.6501 1.5735 0.9764
O -2.3821 -2.1628 3.2190
C -0.0153 -1.3437 4.7450
H 4.2554 0.7991 2.8930
C -0.4332 -0.5132 -2.6852
H -1.2312 -3.0528 -3.7003
H -2.0457 -1.6883 -1.8090
O 0.1014 -0.1166 -1.3386
H 2.3494 -0.7953 -2.8764
H -0.1178 5.1445 0.9979
H 1.7754 -0.8975 -4.5497
C -0.2256 -1.2009 3.3887
C -1.8500 3.8650 1.3403
H -0.5366 0.4204 -4.6042
H 3.0996 0.0273 4.8073
C -1.1896 2.5755 1.1517
N 0.6910 -0.6677 2.5769
O 0.6156 -2.6502 -1.8862
C -1.1203 4.9959 0.6027
C 2.1582 -0.3246 4.4052
C -0.2229 0.6818 -3.5925
C -0.3257 -2.6279 -4.1256
H -1.0622 4.7995 -0.4657
H 0.3256 -3.4336 -4.4573
H -1.8893 4.0354 2.4198
H 0.8154 1.0007 -3.6227
H -2.8789 3.7386 0.9931
C 2.6556 0.3595 1.9229
H -3.1524 -2.4053 2.6666
H -1.6851 5.9136 0.7493
H -2.3738 -1.0411 -3.4157
H 2.3749 -2.3424 -3.7468
O 2.0943 0.3363 0.8145
O 3.8374 0.8519 2.0176
H -2.4021 0.0437 -2.0351
C 1.8175 -1.4205 -3.5946
O -1.4316 -1.3006 1.3689
C 1.2089 -0.8965 5.2500
H -0.7655 -1.7836 5.3888
B 0.6889 -2.2326 -0.7089
C 1.8569 -0.2265 3.0567
C -1.4401 -1.5699 2.5872
H 1.4170 -0.9915 6.3082
H -0.5930 -2.0360 -5.0033
H -0.8467 1.5103 -3.2616
C 0.4151 -1.7512 -3.1462
```

***

Number 1: energy -2428.994983 Ha, F_max 0.013 Eh/bohr. Number 2: energy -4759.222439 Ha, F_max 0.192 Eh/bohr. Number 3: energy -2172.060463 Ha, F_max 0.012 Eh/bohr. Number 4: energy -1396.880682 Ha, F_max 0.016 Eh/bohr. Number 5: energy -1274.861399 Ha, F_max 0.020 Eh/bohr.